Record 1
C20H33BrN13 as an isolated structure in a non-equilibrium geometry. Source: the Open Molecules 2025 dataset; level of theory: ωB97M-V/def2-TZVPD.

Calculated total energy   -110675.16650 eV
Orbital gap   8.5 eV
Total charge   +1
Molar mass   535.5 g mol⁻¹
LUMO level   -3.7 eV
F_max   5.70 eV Å⁻¹

Structure (XYZ):
```
67
Properties=species:S:1:pos:R:3:lowdin_charge:R:1
C 1.2899 -1.3734 -0.7233 -0.144
C 0.4702 -0.0483 -0.3253 -0.221
N -0.3058 0.5659 -1.4988 0.030
N -1.6458 0.5538 -1.0685 -0.200
C -2.3123 1.6432 -0.4242 0.028
N -3.6499 1.2004 -0.1299 0.122
C -3.6667 -0.1429 -0.6164 -0.359
N -4.7098 -0.9857 -0.5379 0.149
N -2.4196 -0.5453 -1.2264 -0.368
Br -2.0888 -2.2031 -2.0052 1.022
H 1.4145 -2.0380 0.1951 0.035
H 0.8024 -2.0157 -1.5213 0.025
H 2.3123 -1.0324 -1.0864 0.064
H 1.1298 0.7466 0.1787 0.122
H -0.2837 -0.3534 0.4890 0.110
H -0.0006 1.5587 -1.5101 0.119
H -1.7891 2.6337 -0.2419 0.138
H -4.4820 -1.9829 -0.3744 0.061
H -5.6974 -0.7345 -0.6092 0.132
C 3.3039 -4.2144 2.2268 -0.066
C 3.5142 -3.4346 0.9528 -0.242
N 3.6847 -2.8219 -0.0511 0.122
H 2.3892 -3.8840 2.7213 0.059
H 3.2241 -5.2794 2.0025 0.054
H 4.1467 -4.0558 2.9014 0.079
C -5.6636 -5.0674 -2.8044 -0.034
C -4.6701 -4.3258 -1.9686 -0.192
N -3.8854 -3.7420 -1.3123 -0.087
H -6.5080 -5.3772 -2.1872 0.090
H -6.0256 -4.4246 -3.6083 0.087
H -5.1952 -5.9519 -3.2383 0.090
C 3.8212 0.0173 3.6119 -0.068
C 2.5727 -0.6613 3.1449 -0.214
N 1.5641 -1.1985 2.7735 0.127
H 3.8662 0.0022 4.7016 0.084
H 4.6959 -0.4982 3.2122 0.057
H 3.8308 1.0529 3.2691 0.079
C -0.7349 6.1513 -1.3264 -0.073
C 0.0530 5.1038 -0.6049 -0.244
N 0.6838 4.2825 -0.0309 0.100
H -1.7351 5.7768 -1.5481 0.082
H -0.8184 7.0452 -0.7059 0.085
H -0.2383 6.4109 -2.2593 0.019
C -6.6169 -1.1633 2.7314 -0.078
C -7.8735 -1.8087 2.2392 -0.263
N -8.8581 -2.3137 1.8513 0.115
H -6.6024 -1.1599 3.8220 0.080
H -5.7497 -1.7146 2.3655 0.063
H -6.5628 -0.1346 2.3719 0.074
C 7.5883 2.4374 4.3930 -0.064
C 7.4582 0.9852 4.0572 -0.250
N 7.3580 -0.1533 3.7934 0.119
H 6.5989 2.8793 4.5176 0.074
H 8.1502 2.5542 5.3205 0.081
H 8.1128 2.9576 3.5905 0.080
C -0.3218 9.3727 -3.8383 -0.052
C -0.4841 7.9187 -4.1504 -0.245
N -0.6109 6.7779 -4.3953 0.124
H -1.3013 9.8457 -3.7563 0.083
H 0.2121 9.4920 -2.8944 0.080
H 0.2445 9.8609 -4.6324 0.084
C 3.1836 -5.2723 -2.8308 -0.071
C 3.1428 -5.9252 -1.4864 -0.240
N 3.1072 -6.4575 -0.4142 0.117
H 2.4573 -4.4595 -2.8698 0.067
H 4.1798 -4.8689 -3.0162 0.082
H 2.9445 -6.0027 -3.6050 0.077
```

=====

Record 2
A 10-piece molecular cluster, C20H33Cl6N7 overall in a non-equilibrium geometry. Source: the Open Molecules 2025 dataset; level of theory: ωB97M-V/def2-TZVPD.

Calculated total energy   -106838.24056 eV
Orbital gap   10.7 eV
Molar mass   584.3 g mol⁻¹
Energy relative to the best compared isomer or geometry (same formula, charge and spin)   0.0 kJ/mol
LUMO level   -0.1 eV
SMILES string   ClCCCl.ClCCCl.ClCCCl.CC#N.CC#N.CC#N.CC#N.CC#N.CC#N.CC#N
F_max   3.99 eV Å⁻¹

Structure (XYZ):
```
66
Properties=species:S:1:pos:R:3:lowdin_charge:R:1
C 0.4195 4.4295 3.0665 -0.050
C -0.1053 3.2310 2.4133 -0.245
N -0.5419 2.2423 1.9824 0.164
H 1.4045 4.3222 3.5207 0.068
H -0.3155 4.6451 3.8419 0.088
H 0.3886 5.2531 2.3532 0.089
C -2.6982 -2.6591 1.2732 -0.081
C -2.3938 -2.3974 2.6518 -0.271
N -2.1603 -2.1965 3.7666 0.157
H -3.7573 -2.8774 1.1365 0.088
H -2.1744 -3.5758 1.0022 0.094
H -2.4153 -1.7954 0.6715 0.057
C -0.2179 0.0873 -4.9376 -0.102
C -1.2964 0.4764 -5.8250 -0.271
N -2.1834 0.8710 -6.4988 0.122
H -0.2524 -0.9453 -4.5904 0.077
H -0.3443 0.8040 -4.1261 0.052
H 0.7639 0.4087 -5.2852 0.065
C -3.4072 2.2293 -1.2073 -0.101
C -4.6155 2.8417 -0.7359 -0.285
N -5.5964 3.2879 -0.2803 0.122
H -2.6147 2.4643 -0.4968 0.067
H -3.0147 2.6557 -2.1305 0.084
H -3.5501 1.1615 -1.3731 0.064
C -1.2684 0.8642 4.7492 -0.118
C -2.3434 0.5026 5.5936 -0.303
N -3.1919 0.3155 6.3706 0.136
H -1.0273 1.9083 4.5496 0.064
H -1.2964 0.3623 3.7821 0.038
H -0.4070 0.4215 5.2494 0.075
C 2.0000 0.1217 3.5678 -0.061
C 2.6954 1.3980 3.3428 -0.258
N 3.2650 2.3932 3.1331 0.136
H 2.5182 -0.6630 3.0165 0.029
H 1.0032 0.2296 3.1403 0.040
H 1.9540 -0.0783 4.6383 0.087
C 0.1143 -0.5392 0.3843 -0.094
C -0.5552 -0.2081 -0.8991 -0.243
N -1.0806 0.0360 -1.9041 0.168
H -0.0432 -1.6065 0.5394 0.074
H -0.3699 0.0367 1.1730 0.032
H 1.1713 -0.2853 0.3042 0.015
Cl -4.0272 -2.7270 -2.2914 0.551
C -3.3666 -1.9901 -3.7428 -0.691
C -4.4534 -1.8720 -4.8672 -0.590
Cl -4.8048 -3.5342 -5.5330 0.494
H -2.4828 -2.5671 -4.0148 0.059
H -3.0552 -1.0129 -3.3737 0.023
H -4.1286 -1.3258 -5.7528 0.045
H -5.3431 -1.3690 -4.4884 0.070
Cl 6.3977 -3.2724 -0.3105 0.538
C 6.1228 -2.4186 1.2286 -0.615
C 4.7023 -2.8438 1.6751 -0.665
Cl 3.3861 -2.0251 0.8274 0.604
H 6.1791 -1.3608 0.9716 0.063
H 6.9159 -2.6938 1.9238 0.077
H 4.5919 -2.5171 2.7091 0.060
H 4.5474 -3.9228 1.6840 0.072
Cl 3.3974 1.7696 -4.0746 0.579
C 3.3403 0.5248 -2.8672 -0.678
C 3.4033 1.1096 -1.4514 -0.674
Cl 1.9960 2.0479 -1.0305 0.599
H 4.1485 -0.1641 -3.1128 0.076
H 2.3959 0.0240 -3.0801 0.049
H 4.2386 1.7383 -1.1431 0.074
H 3.4391 0.2295 -0.8093 0.011
```

=====

Record 3
A 2-piece molecular cluster, C20H33FIN3O4P overall in a non-equilibrium geometry. Source: the Open Molecules 2025 dataset; level of theory: ωB97M-V/def2-TZVPD.

Calculated total energy   -54032.13070 eV
Orbital gap   5.8 eV
Total charge   +1
Molar mass   556.4 g mol⁻¹
LUMO level   -4.3 eV
F_max   3.31 eV Å⁻¹

Structure (XYZ):
```
63
Properties=species:S:1:pos:R:3:lowdin_charge:R:1
C 4.6709 0.1332 1.1232 -0.153
C 3.3983 0.6512 0.3246 -0.406
P 1.8429 0.6037 1.3822 1.003
C 2.2988 0.8981 3.1991 -0.284
C 0.6635 2.0005 0.8782 -0.203
C -0.4655 1.6076 0.0521 -0.211
N -0.7212 0.3059 -0.4040 0.110
C -1.4263 2.6771 -0.3158 -0.068
C -2.7062 2.3544 -1.1638 0.008
C -3.7847 1.8955 -0.0912 -0.406
O -3.4272 1.0538 0.6800 0.146
O -5.0429 2.4776 -0.0342 0.091
C -5.4135 2.5953 1.3424 -0.426
C -6.7309 1.9638 1.8965 0.028
O -4.7354 3.2157 2.1029 0.139
C -1.1978 4.0326 0.1494 0.037
C -0.0326 4.3428 0.9634 -0.109
C 0.1589 5.7998 1.4692 -0.072
C 0.4163 6.8716 0.3482 -0.799
O 1.3275 7.6143 0.5110 0.021
I -0.7622 7.1544 -1.4353 0.898
N 0.8278 3.3195 1.2805 -0.016
F 1.8919 3.6361 2.0395 0.094
H 4.8278 0.7303 2.0574 0.057
H 5.5970 0.1497 0.4947 0.083
H 4.5104 -0.9385 1.4332 0.083
H 3.5873 1.6227 -0.1935 0.078
H 3.2364 -0.1099 -0.4911 0.063
H 1.4010 1.3924 3.6491 0.043
H 2.4565 -0.0788 3.7300 0.056
H 3.2038 1.5385 3.3239 0.035
H -0.7160 0.2403 -1.4205 0.112
H -0.1371 -0.4011 0.0460 0.048
H -2.4897 1.5014 -1.8461 0.125
H -3.0632 3.2552 -1.7238 0.134
H -7.0225 1.1079 1.2419 0.090
H -6.5946 1.5985 2.9387 0.099
H -7.5551 2.7287 1.9226 0.104
H -1.9656 4.7926 -0.1304 0.087
H -0.7294 6.0689 2.0980 0.150
H 1.0529 5.8121 2.1505 0.130
C -1.2784 -3.4825 -0.8254 -0.092
C -0.0309 -3.4351 -1.6990 -0.282
N 1.1556 -3.9668 -1.0489 -0.198
C 2.3902 -3.6585 -1.7606 -0.257
C 2.5786 -4.2590 -3.1549 -0.083
C 1.0506 -5.3274 -0.5360 -0.245
C 0.6869 -6.4363 -1.5256 -0.081
H -1.1096 -2.9815 0.1310 0.072
H -2.1029 -2.9728 -1.3295 0.072
H -1.6030 -4.5056 -0.6296 0.069
H 0.1497 -2.3814 -1.9451 0.099
H -0.2428 -3.9448 -2.6482 0.102
H 3.2433 -3.9444 -1.1366 0.112
H 2.4626 -2.5678 -1.8502 0.094
H 2.8111 -5.3225 -3.1105 0.059
H 3.4218 -3.7718 -3.6519 0.073
H 1.7028 -4.1175 -3.7903 0.069
H 0.3057 -5.3322 0.2658 0.102
H 1.9848 -5.5952 -0.0335 0.116
H -0.1357 -6.1556 -2.1859 0.069
H 0.3703 -7.3262 -0.9760 0.076
H 1.5389 -6.7302 -2.1378 0.057
```

=====

Record 4
C20H33IOSi3Sn as an isolated structure in a non-equilibrium geometry. Source: the Open Molecules 2025 dataset; level of theory: ωB97M-V/def2-TZVPD.

Calculated total energy   -60874.51839 eV
Orbital gap   6.1 eV
Total charge   +2
Molar mass   619.4 g mol⁻¹
Energy relative to the best compared isomer or geometry (same formula, charge and spin)   174.6 kJ/mol
LUMO level   -8.4 eV
F_max   1.93 eV Å⁻¹

Structure (XYZ):
```
59
Properties=species:S:1:pos:R:3:lowdin_charge:R:1
Sn -0.3020 -0.8040 0.1346 1.346
I -0.6583 -2.0405 -2.5336 1.156
C -2.0033 -3.4945 -1.6953 -0.534
C -2.5612 -4.3821 -2.5721 -0.113
C -3.4425 -5.3627 -2.0996 -0.027
C -3.7332 -5.4259 -0.7673 0.016
C -3.1618 -4.5201 0.1531 -0.134
C -3.4667 -4.5985 1.5262 0.020
C -2.9366 -3.7228 2.4299 -0.032
C -2.0572 -2.7194 1.9919 -0.111
C -1.7457 -2.6132 0.6586 -0.227
C -2.2634 -3.4978 -0.3127 -0.253
H -2.3314 -4.3315 -3.6258 0.109
H -3.8813 -6.0554 -2.7983 0.127
H -4.4159 -6.1727 -0.3931 0.133
H -4.1343 -5.3821 1.8504 0.135
H -3.1818 -3.7861 3.4812 0.127
H -1.6301 -2.0455 2.7281 0.089
C -0.2025 0.5357 3.6566 -0.092
O 0.0907 0.5948 2.2687 -0.436
Si 1.2347 1.7069 1.7002 0.408
C 2.8940 1.2263 2.4789 -0.128
C 0.7208 3.4369 2.2706 -0.132
C 0.9967 1.3346 -0.2021 -0.435
Si 2.6526 0.8367 -1.1551 0.473
C 3.3308 -0.7488 -0.3187 -0.166
C 2.4206 0.4510 -3.0037 -0.169
C 3.8096 2.3405 -0.9821 -0.141
Si -0.3317 2.4767 -1.1196 0.468
C 0.1973 4.2982 -0.9669 -0.138
C -0.5137 2.0648 -2.9653 -0.168
C -2.0093 2.1192 -0.2704 -0.171
H -0.3318 1.5398 4.0557 0.093
H 0.6110 0.0431 4.1860 0.103
H -1.1261 -0.0177 3.7985 0.087
H 2.9211 1.5812 3.5064 0.052
H 3.7481 1.6680 1.9785 0.030
H 3.0474 0.1524 2.5138 0.040
H 0.8405 3.5148 3.3486 0.049
H -0.3135 3.6758 2.0480 0.038
H 1.3529 4.2031 1.8365 0.045
H 2.5349 -1.3490 0.1403 -0.004
H 4.0636 -0.5377 0.4522 0.033
H 3.8250 -1.3813 -1.0508 0.043
H 1.5927 -0.2239 -3.2149 -0.033
H 3.3205 -0.0240 -3.3862 0.049
H 2.2722 1.3485 -3.5928 0.031
H 3.9684 2.6519 0.0424 0.018
H 3.4326 3.1917 -1.5380 0.033
H 4.7790 2.0895 -1.4047 0.052
H 1.2113 4.4525 -1.3176 0.035
H 0.1232 4.6900 0.0382 0.012
H -0.4546 4.9014 -1.5932 0.052
H 0.3167 2.4505 -3.5451 0.032
H -1.4072 2.5436 -3.3569 0.049
H -0.6016 1.0021 -3.1764 -0.023
H -2.0051 2.3349 0.7932 0.030
H -2.3022 1.0679 -0.3944 0.004
H -2.8030 2.7117 -0.7142 0.051
```

=====

- Which value of F_max does entry 4 give?
  1.93 eV Å⁻¹